[1]
The following is a quantum chemistry calculation of CuH8O4 as an isolated structure, from the Open Molecules 2025 dataset.

```
13
Properties=species:S:1:pos:R:3:mulliken_charge:R:1
H 22.642 -14.810 9.427 0.387
Cu 24.431 -13.608 8.657 0.250
H 22.724 -11.683 8.856 0.295
H 23.043 -13.902 10.568 0.350
O 25.783 -12.314 8.774 -0.551
O 23.068 -12.326 8.253 -0.370
O 23.411 -14.483 9.881 -0.554
H 22.970 -11.977 7.356 0.293
H 25.926 -11.948 7.888 0.381
H 24.182 -14.220 6.298 0.351
O 24.432 -14.713 7.121 -0.542
H 25.449 -11.511 9.193 0.356
H 23.856 -15.475 7.188 0.353
```

## Properties
Spin multiplicity: 1
HOMO level: -0.445 Eh
Orbital gap: 8.069 eV
Net charge: +1
Energy relative to the best compared isomer or geometry (same formula, charge and spin): 95.9 kJ/mol

***

[2]
The following is a quantum chemistry calculation of CuI as an isolated structure, from the Open Molecules 2025 dataset.

```
2
Properties=species:S:1:pos:R:3:mulliken_charge:R:1
Cu 0.240 0.975 0.976 0.416
I -0.240 -0.975 -0.976 -0.416
```

## Properties
Spin multiplicity: 1
HOMO level: -0.319 Eh
Orbital gap: 6.752 eV
Energy relative to the best compared isomer or geometry (same formula, charge and spin): 6.6 kJ/mol

***

[3]
The following is a quantum chemistry calculation of F10K3N5Na2O20S10 as an isolated structure, from the Open Molecules 2025 dataset.

```
50
Properties=species:S:1:pos:R:3:mulliken_charge:R:1
S -4.723 2.759 -1.452 0.978
F -1.744 -1.272 -6.303 -0.270
O -0.789 -2.957 -4.896 -0.603
S -6.490 3.602 -3.115 1.131
O -5.701 3.345 -4.265 -0.562
S 1.414 0.933 1.137 0.828
O -4.195 4.095 -1.505 -0.660
O 7.128 -0.591 1.607 -0.606
F -7.965 3.136 -3.451 -0.254
O -3.038 -3.704 -2.932 -0.576
N 5.008 -1.520 0.510 -0.359
K 2.367 0.036 -3.413 0.954
O 5.034 0.631 1.997 -0.467
O -1.476 -2.104 -1.929 -0.496
O -0.749 2.304 -0.207 -0.402
F 2.295 -3.735 5.947 -0.258
F 1.156 0.889 6.299 -0.277
Na 3.101 -2.583 1.731 0.979
K -1.754 4.945 -0.355 0.977
O 0.368 -0.202 4.378 -0.453
N 1.898 -1.338 6.099 -0.433
F 5.369 -1.596 2.760 -0.334
F -5.019 2.590 0.118 -0.300
F 2.158 -0.312 1.867 -0.061
O -0.402 -0.576 -4.558 -0.552
N -2.759 -1.515 -4.158 -0.332
O 1.224 1.848 2.191 -0.550
K -1.701 -0.580 2.788 0.939
S -1.329 -1.641 -4.824 1.039
S -2.607 -2.365 -2.785 1.029
S 5.325 -0.683 -0.885 1.093
N -6.197 2.524 -1.963 -0.359
O 5.098 0.713 -0.880 -0.504
O 2.003 -2.717 3.928 -0.584
N 0.115 0.035 0.837 -0.199
S -0.431 0.947 -0.479 0.699
S 5.713 -0.534 1.562 1.110
O 2.305 1.169 0.070 -0.569
O -6.752 4.925 -2.663 -0.575
F -3.831 -1.701 -2.071 -0.234
Na -0.298 -2.252 0.198 1.018
F -1.844 0.276 -0.528 -0.189
S 1.437 -2.602 5.266 1.045
O 0.129 0.624 -1.730 -0.371
O 0.076 -2.993 5.464 -0.606
O -3.843 1.679 -1.725 -0.411
O 2.705 0.560 4.556 -0.560
O 6.483 -1.173 -1.518 -0.576
S 1.588 -0.070 5.131 1.042
F 4.139 -1.248 -1.850 -0.317
```

## Properties
Spin multiplicity: 1
HOMO level: -0.345 Eh
Orbital gap: 6.198 eV
Energy relative to the best compared isomer or geometry (same formula, charge and spin): 0.0 kJ/mol

***

[4]
The following is a quantum chemistry calculation of F10KN5O20S10 as an isolated structure, from the Open Molecules 2025 dataset.

```
46
Properties=species:S:1:pos:R:3:mulliken_charge:R:1
N 2.963 1.193 1.675 -0.043
S 2.649 2.752 2.233 0.952
O -3.248 0.422 3.214 -0.546
N 1.540 -4.035 -3.455 -0.417
O -1.005 1.678 -2.790 -0.532
O -2.060 -2.339 1.335 -0.459
O 3.455 3.794 1.651 -0.638
O 4.983 0.949 3.228 -0.684
O 2.027 2.913 3.510 -0.520
O -3.059 -2.007 -2.138 -0.594
O 1.340 -2.084 -1.640 -0.118
O -1.941 -0.391 -0.642 -0.136
S -1.886 0.901 3.261 0.846
F 0.132 2.609 -1.077 -0.234
S -3.142 -1.085 -1.044 0.937
F 3.361 -2.733 -2.824 -0.314
O 2.640 -4.120 -1.071 -0.656
O -1.033 4.370 3.062 -0.579
S -3.397 -2.636 0.940 1.098
S 0.042 -4.014 -3.308 1.087
S 3.610 0.596 2.966 0.955
S -2.022 3.401 3.488 1.072
K 0.800 0.224 0.056 0.981
O -0.513 -4.514 -2.060 -0.602
F 3.169 0.181 -3.910 -0.340
S 1.830 1.120 -4.007 0.903
O 0.456 3.597 -3.119 -0.638
F -2.629 4.158 4.792 -0.348
N -1.619 2.003 4.268 -0.359
F 3.798 -0.866 2.333 -0.306
O -3.196 3.289 2.657 -0.607
O 2.328 2.270 -4.751 -0.653
N 1.697 1.207 -2.443 -0.113
F -0.322 -5.286 -4.257 -0.374
F -1.145 -0.259 4.179 -0.377
O -0.625 -2.909 -3.914 -0.535
O 0.933 0.203 -4.651 -0.535
F 1.257 2.880 1.415 -0.164
S 2.031 -3.270 -2.061 0.923
F -4.247 -2.426 2.280 -0.294
N -4.194 -1.452 0.082 -0.449
S 0.304 2.251 -2.620 1.091
O -1.025 0.942 2.103 -0.115
O -3.789 -3.968 0.526 -0.653
O 2.752 0.289 4.087 -0.542
F -3.998 0.202 -1.561 -0.371
```

## Properties
Spin multiplicity: 1
HOMO level: -0.007 Eh
Orbital gap: 7.800 eV
Net charge: -4
Energy relative to the best compared isomer or geometry (same formula, charge and spin): 313.4 kJ/mol

***

[5]
The following is a quantum chemistry calculation of F18P3V as an isolated structure, from the Open Molecules 2025 dataset.

```
22
Properties=species:S:1:pos:R:3:lowdin_spin:R:1
F 2.569 -2.576 1.604 0.000
F -3.813 -0.668 1.481 0.000
P 2.295 -1.936 0.154 0.002
F 2.038 -0.482 0.849 0.021
P -2.852 -0.708 0.195 0.002
F -0.479 1.834 -1.281 0.015
F 0.694 -2.185 0.287 0.011
F 3.863 -1.593 -0.009 0.000
F 1.547 3.399 0.719 0.001
F 2.543 -3.388 -0.503 0.000
P 0.512 2.704 -0.291 0.003
V 0.075 -0.086 -0.382 2.813
F -1.533 -0.333 1.100 0.022
F -1.807 -0.788 -1.098 0.030
F 1.937 -1.202 -1.258 0.018
F 1.616 1.524 -0.632 0.024
F -0.005 1.713 0.893 0.034
F -0.597 3.790 0.045 0.001
F 1.068 3.560 -1.511 0.000
F -3.049 0.850 -0.080 0.001
F -2.533 -2.268 0.453 0.000
F -4.091 -1.163 -0.734 0.000
```

## Properties
Spin multiplicity: 4
HOMO level (spin up / spin down): -0.263 / -0.388 Eh
Orbital gap (spin up / spin down): 10.014 / 13.282 eV
Net charge: -1
Energy relative to the best compared isomer or geometry (same formula, charge and spin): 7.4 kJ/mol

***

[6]
The following is a quantum chemistry calculation of F2H10N3O6S2Ti as an isolated structure, from the Open Molecules 2025 dataset.

```
24
Properties=species:S:1:pos:R:3:lowdin_spin:R:1
H 0.781 -4.091 -1.366 0.000
H 1.410 -0.218 1.106 0.003
H 2.387 1.033 1.644 0.001
N 0.219 -3.630 -0.664 0.001
O -0.534 3.742 -1.681 0.075
N 1.452 0.652 1.617 0.016
H 2.236 -1.969 -0.090 0.002
F -2.331 0.394 0.721 0.013
H -0.400 -4.192 -0.099 0.000
S -0.052 3.210 -0.398 0.151
O 0.177 4.135 0.683 0.126
H 1.181 0.448 2.568 0.001
H 0.713 1.085 1.081 0.008
H -0.323 -2.970 -1.203 0.000
H 0.817 -2.969 -0.189 0.000
S -1.788 1.968 0.544 0.194
F 1.502 2.929 -0.784 0.011
Ti -0.183 -0.374 -1.010 1.939
O 1.439 -1.494 0.214 0.026
O -2.767 2.413 -0.461 0.607
O -1.979 2.444 1.934 0.504
O -1.294 -1.982 -2.014 0.027
H -2.237 -2.114 -2.234 0.000
N -0.427 1.550 0.082 0.298
```

## Properties
Spin multiplicity: 5
HOMO level (spin up / spin down): -0.381 / -0.525 Eh
Orbital gap (spin up / spin down): 6.120 / 5.848 eV
Net charge: +1

***

[7]
The following is a quantum chemistry calculation of F2H10NNa2O9S2 as an isolated structure, from the Open Molecules 2025 dataset.

```
26
Properties=species:S:1:pos:R:3:mulliken_charge:R:1
O -1.602 -1.782 0.798 -0.486
Na 2.547 0.626 -0.821 0.886
H -2.143 2.116 0.340 0.285
O -2.075 -1.293 -2.174 -0.551
H -1.889 -1.713 -3.019 0.309
S 1.577 -0.624 2.177 0.982
H -2.663 1.982 -1.086 0.279
F 0.137 2.656 0.963 -0.284
Na -0.337 -0.113 -0.705 0.915
H 0.158 1.663 -3.138 0.256
O 0.613 -1.546 2.615 -0.529
H -2.361 -2.341 0.611 0.246
H 1.568 -1.874 -2.367 0.295
F 2.430 -1.471 1.057 -0.333
O 1.190 -1.812 -1.485 -0.527
H 0.401 2.537 -1.909 0.312
N 1.066 0.478 1.056 -0.259
O -0.076 1.439 3.073 -0.556
H -2.304 -2.023 -1.593 0.294
H -1.631 -1.650 1.751 0.287
O 2.012 2.523 2.360 -0.551
O 2.629 -0.168 2.998 -0.523
O 0.395 1.621 -2.207 -0.509
S 0.881 1.732 2.068 0.969
H 1.669 -2.465 -0.963 0.300
O -2.193 1.502 -0.399 -0.506
```

## Properties
Spin multiplicity: 1
HOMO level: -0.502 Eh
Orbital gap: 9.522 eV
Net charge: +1
Energy relative to the best compared isomer or geometry (same formula, charge and spin): 74.2 kJ/mol

***

[8]
The following is a quantum chemistry calculation of F2H12O6Pb as an isolated structure, from the Open Molecules 2025 dataset.

```
21
Properties=species:S:1:pos:R:3:mulliken_charge:R:1
O -18.101 4.105 1.159 -0.570
H -21.214 3.984 5.056 0.303
H -14.209 5.386 2.947 0.290
H -16.488 -0.734 1.463 0.283
O -20.548 3.982 4.368 -0.569
H -17.074 6.886 5.907 0.286
H -17.645 4.370 0.360 0.297
H -18.870 4.673 1.197 0.295
H -13.364 4.183 2.586 0.292
O -17.319 6.279 5.208 -0.549
F -17.946 2.586 7.882 -0.755
H -15.450 0.315 1.124 0.291
H -17.440 6.836 4.439 0.294
H -20.695 4.798 3.890 0.285
Pb -17.037 2.685 4.430 1.363
H -19.110 -0.801 3.898 0.298
H -19.454 -1.097 5.342 0.282
O -14.241 4.432 2.877 -0.548
F -14.217 0.752 5.835 -0.760
O -19.072 -0.426 4.778 -0.555
O -16.192 0.144 1.703 -0.553
```

## Properties
Spin multiplicity: 1
HOMO level: -0.287 Eh
Orbital gap: 5.334 eV
Energy relative to the best compared isomer or geometry (same formula, charge and spin): 706.5 kJ/mol

***

[9]
The following is a quantum chemistry calculation of a 2-piece molecular cluster, F2H2 overall, from the Open Molecules 2025 dataset.

```
4
Properties=species:S:1:pos:R:3:mulliken_charge:R:1
H -0.107 0.271 0.697 0.388
F 0.247 1.120 0.837 -0.391
F -0.235 -0.958 -0.871 -0.408
H -0.002 -1.720 -0.392 0.411
```

## Properties
Spin multiplicity: 1
HOMO level: -0.511 Eh
Orbital gap: 14.539 eV
Energy relative to the best compared isomer or geometry (same formula, charge and spin): 2.0 kJ/mol
SMILES: F.F

***

[10]
The following is a quantum chemistry calculation of one molecule with the formula F2H2N2O2S, from the Open Molecules 2025 dataset.

```
9
Properties=species:S:1:pos:R:3:mulliken_charge:R:1
H -0.552 2.038 0.402 0.275
H -0.878 1.179 -1.017 0.324
N -0.885 1.195 0.010 -0.459
O -0.556 -0.785 1.833 -0.482
O -1.045 -1.286 -0.658 -0.575
F 1.677 -1.683 0.106 -0.132
S -0.432 -0.313 0.491 1.003
F 1.347 0.030 -1.245 -0.170
N 1.324 -0.374 0.077 0.216
```

## Properties
Spin multiplicity: 1
HOMO level: -0.403 Eh
Orbital gap: 11.047 eV
Energy relative to the best compared isomer or geometry (same formula, charge and spin): 119.9 kJ/mol
SMILES: NS(=O)(=O)N(F)F

***

Copy entry 1 word for word.
The following is a quantum chemistry calculation of CuH8O4 as an isolated structure, from the Open Molecules 2025 dataset.

```
13
Properties=species:S:1:pos:R:3:mulliken_charge:R:1
H 22.642 -14.810 9.427 0.387
Cu 24.431 -13.608 8.657 0.250
H 22.724 -11.683 8.856 0.295
H 23.043 -13.902 10.568 0.350
O 25.783 -12.314 8.774 -0.551
O 23.068 -12.326 8.253 -0.370
O 23.411 -14.483 9.881 -0.554
H 22.970 -11.977 7.356 0.293
H 25.926 -11.948 7.888 0.381
H 24.182 -14.220 6.298 0.351
O 24.432 -14.713 7.121 -0.542
H 25.449 -11.511 9.193 0.356
H 23.856 -15.475 7.188 0.353
```

## Properties
Spin multiplicity: 1
HOMO level: -0.445 Eh
Orbital gap: 8.069 eV
Net charge: +1
Energy relative to the best compared isomer or geometry (same formula, charge and spin): 95.9 kJ/mol

***

> What is the spin multiplicity in the ninth record?

1

***

> What is the spin multiplicity in the third record?

1